#P
Formula: C3H10N2
Source: the Open Molecules 2025 dataset
Level of theory: the ωB97M-V functional and the def2-TZVPD basis

Calculated values
* HOMO level: -8.739 eV

Structure (ORCA input):
```
! wB97M-V def2-TZVPD RIJCOSX def2/J DEFGRID3
* xyz 0 1
N 0.07 -1.68 0.85
H -1.23 -0.43 -1.11
H -1.27 1.76 -0.54
H 0.31 -1.10 1.62
H 0.58 -2.02 -1.10
H 0.42 2.10 1.55
H 0.56 1.83 -0.60
N 0.36 1.10 1.39
H 0.15 0.06 -2.06
C -0.31 1.31 -0.24
H 1.56 -0.81 -0.23
C -0.21 -0.01 -1.05
C 0.55 -1.17 -0.41
H -0.61 0.90 1.04
H -0.93 -1.83 0.89
*
```


#Q
Formula: C3H10N2
Source: the Open Molecules 2025 dataset
Level of theory: the ωB97M-V functional and the def2-TZVPD basis

Calculated values
* HOMO level: -8.448 eV
* structure (SMILES): NCCCN

Structure (ORCA input):
```
! wB97M-V def2-TZVPD RIJCOSX def2/J DEFGRID3
* xyz 0 1
N 1.71 0.01 -1.88
H 0.09 0.41 2.00
H 2.01 -0.82 -1.59
H 0.87 1.63 -0.76
H -0.74 0.01 -1.13
H -2.62 -0.51 1.22
N -1.71 -0.79 1.50
H -1.79 -0.67 2.51
C 1.16 0.59 -0.65
H 1.88 0.34 0.12
H -0.03 -1.33 -0.23
C -0.76 0.19 1.16
H -1.20 1.10 0.79
H 1.26 0.04 -2.75
C -0.12 -0.20 -0.29
*
```


#R
Formula: C3H10N2
Source: the Open Molecules 2025 dataset
Level of theory: the ωB97M-V functional and the def2-TZVPD basis

Calculated values
* HOMO level: -8.511 eV
* structure (SMILES): C=CN.CN

Structure (ORCA input):
```
! wB97M-V def2-TZVPD RIJCOSX def2/J DEFGRID3
* xyz 0 1
H 0.61 0.88 -2.07
H 1.41 2.32 -2.18
N -0.94 0.12 0.32
H -0.34 -0.17 -0.43
N 2.18 0.95 -0.64
C -1.61 -2.18 0.97
H -0.74 -0.77 2.17
H -0.55 0.87 0.86
C -1.30 -0.90 1.22
H 0.40 2.11 -0.77
H 3.01 1.50 -0.76
H 2.36 0.00 -0.91
H -1.89 -2.94 1.71
H -2.30 -2.39 0.14
C 1.13 1.59 -1.40
*
```


#S
Formula: C3H10N2
Source: the Open Molecules 2025 dataset
Level of theory: the ωB97M-V functional and the def2-TZVPD basis

Calculated values
* HOMO level: -9.507 eV

Structure (ORCA input):
```
! wB97M-V def2-TZVPD RIJCOSX def2/J DEFGRID3
* xyz 0 1
N -0.46 0.09 -1.42
H -1.08 -1.97 0.11
H -0.18 2.18 0.03
H -0.15 -0.22 -2.33
C 0.01 -1.91 -0.10
N 0.08 1.98 1.00
C -0.02 0.35 0.97
H 1.42 -0.33 -0.50
H 0.58 -2.32 0.74
H 0.96 1.25 1.09
H -0.49 1.09 -1.35
H 0.44 -0.15 1.84
C 0.34 -0.44 -0.31
H 0.25 -2.49 -0.98
H -1.10 0.20 1.07
*
```


Q: Which of them is the most stable? A: #Q.


#P
Formula: C5H13O
Source: the Open Molecules 2025 dataset
Level of theory: the ωB97M-V functional and the def2-TZVPD basis

Calculated values
* HOMO level (alpha / beta): -10.638 / -10.113 eV

Structure (ORCA input):
```
! wB97M-V def2-TZVPD RIJCOSX def2/J DEFGRID3
* xyz 0 2
H -1.23 0.42 -0.28
H -3.20 1.16 -2.47
H -3.47 0.61 -0.85
H 1.95 -1.97 0.02
H -1.44 2.06 -0.92
H 2.89 0.44 0.35
C -1.40 1.01 -1.18
C 1.57 -0.63 1.67
C -2.77 0.53 -1.69
H -0.61 0.83 -1.90
H 2.20 1.48 1.61
H 1.23 0.93 0.22
O -0.02 -1.31 0.00
C 1.99 0.65 0.94
H -2.73 -0.50 -2.04
H 0.69 -0.42 2.30
H 2.40 -0.98 2.29
H 0.86 -2.60 1.27
C 1.10 -1.71 0.67
*
```


#Q
Formula: C5H13O
Source: the Open Molecules 2025 dataset
Level of theory: the ωB97M-V functional and the def2-TZVPD basis

Calculated values
* HOMO level (alpha / beta): -8.126 / -11.368 eV

Structure (ORCA input):
```
! wB97M-V def2-TZVPD RIJCOSX def2/J DEFGRID3
* xyz 0 2
H -0.42 0.57 -2.43
H -2.20 -3.48 -4.78
H 1.04 -0.71 -2.19
H 0.58 -0.23 2.41
C -0.08 -0.16 -0.39
H -2.69 -3.80 -3.34
H 1.73 0.73 0.34
C 0.25 -0.05 -1.83
C 1.07 1.80 2.86
C 0.33 0.78 2.03
H -1.16 -0.05 -0.37
H 0.86 2.82 2.59
H 2.15 1.71 2.79
H 0.79 1.67 3.91
H -0.75 0.90 2.20
H 0.18 -1.19 -0.15
C 0.65 0.85 0.51
O -2.76 -4.04 -4.27
H 0.41 1.86 0.12
*
```


Q: Which of them is the most stable? A: #Q.


#P
Formula: C4H6FNO
Source: the Open Molecules 2025 dataset
Level of theory: the ωB97M-V functional and the def2-TZVPD basis

Calculated values
* HOMO level: -10.499 eV
* structure (SMILES): COC[C@@H](F)C#N

Structure (ORCA input):
```
! wB97M-V def2-TZVPD RIJCOSX def2/J DEFGRID3
* xyz 0 1
C -1.68 0.61 0.27
H 2.16 -1.81 -0.26
N -2.04 -1.97 0.27
C -1.83 -0.85 0.24
H 0.19 0.92 -0.86
H 1.73 -0.15 -1.28
C 1.87 -0.63 -0.29
F -2.21 1.18 -0.82
H 0.59 1.43 0.86
H 2.57 0.06 0.15
C 0.05 0.69 0.17
H -1.98 1.11 1.18
O 0.57 -0.58 0.38
*
```


#Q
Formula: C4H6FNO
Source: the Open Molecules 2025 dataset
Level of theory: the ωB97M-V functional and the def2-TZVPD basis

Calculated values
* HOMO level (alpha / beta): -9.127 / -8.351 eV

Structure (ORCA input):
```
! wB97M-V def2-TZVPD RIJCOSX def2/J DEFGRID3
* xyz 0 1
H 0.12 0.18 0.05
N -0.22 -0.77 0.22
C 2.98 0.95 1.09
C 0.74 -1.65 -0.14
O 0.80 -2.74 -0.63
C 2.79 0.06 0.20
F 3.76 -0.34 -0.65
H -1.91 -1.53 -0.89
H -2.16 -1.55 0.88
H 2.24 1.34 1.76
C -1.67 -1.03 0.04
H 4.02 1.36 1.22
H -2.04 0.00 0.18
*
```


Q: Which of them is the most stable? A: #P.


#P
Formula: C4H6FNO
Source: the Open Molecules 2025 dataset
Level of theory: the ωB97M-V functional and the def2-TZVPD basis

Calculated values
* HOMO level: -10.176 eV
* structure (SMILES): O=CN1C[C@H]1CF

Structure (ORCA input):
```
! wB97M-V def2-TZVPD RIJCOSX def2/J DEFGRID3
* xyz 0 1
H 1.61 -1.41 1.00
C -0.56 0.47 0.40
H 0.41 2.36 -0.36
H -1.10 0.96 1.22
C 1.71 -0.60 0.25
H -0.83 -1.39 -0.78
F -2.59 -0.32 -0.46
N 0.89 0.46 0.50
O 2.54 -0.62 -0.66
H -1.48 -1.40 0.90
C -1.33 -0.75 -0.03
C 0.36 1.28 -0.48
H 0.37 0.95 -1.53
*
```


#Q
Formula: C4H6FNO
Source: the Open Molecules 2025 dataset
Level of theory: the ωB97M-V functional and the def2-TZVPD basis

Calculated values
* HOMO level: -10.315 eV
* structure (SMILES): O=CN1C[C@H]1CF

Structure (ORCA input):
```
! wB97M-V def2-TZVPD RIJCOSX def2/J DEFGRID3
* xyz 0 1
H -0.93 1.40 1.48
H -1.19 -1.79 -0.69
H -0.63 2.58 0.09
H 0.86 -1.12 -0.88
H 1.10 -0.98 1.05
F 2.91 -0.46 0.16
O -2.60 -0.73 0.40
C -0.58 1.53 0.32
C 0.65 0.76 -0.19
C 1.42 -0.48 0.15
H 1.06 1.11 -1.04
N -0.81 0.38 -0.73
C -1.49 -0.80 -0.20
*
```


Q: Which of them is the most stable? A: #P.


#P
Formula: O5S2
Source: the Open Molecules 2025 dataset
Level of theory: the ωB97M-V functional and the def2-TZVPD basis

Calculated values
* HOMO level: 0.653 eV
* structure (SMILES): O=S(=O)=S(=O)([O-])[O-]

Structure (ORCA input):
```
! wB97M-V def2-TZVPD RIJCOSX def2/J DEFGRID3
* xyz -2 1
O -1.45 -0.27 -1.27
S 0.81 -1.07 0.64
O 1.51 -0.14 1.56
O -0.23 -1.78 1.43
O -0.78 1.70 0.08
S -0.33 0.48 -0.67
O 0.59 0.73 -1.80
*
```


#Q
Formula: O5S2
Source: the Open Molecules 2025 dataset
Level of theory: the ωB97M-V functional and the def2-TZVPD basis

Calculated values
* HOMO level: 0.786 eV
* structure (SMILES): O=S(=O)=S(=O)([O-])[O-]

Structure (ORCA input):
```
! wB97M-V def2-TZVPD RIJCOSX def2/J DEFGRID3
* xyz -2 1
O -2.09 0.82 0.62
S 0.67 -0.11 -0.75
O -0.07 -1.05 -1.66
S -0.71 0.63 1.15
O 1.91 -0.75 -0.22
O 0.99 1.17 -1.45
O -0.64 -0.51 2.12
*
```


Q: Which of them is the most stable? A: #Q.


#P
Formula: C4H5O2P
Source: the Open Molecules 2025 dataset
Level of theory: the ωB97M-V functional and the def2-TZVPD basis

Calculated values
* HOMO level (alpha / beta): -7.304 / -8.308 eV

Structure (ORCA input):
```
! wB97M-V def2-TZVPD RIJCOSX def2/J DEFGRID3
* xyz 0 1
H 0.24 2.00 -0.17
H 1.91 -0.52 -0.53
C -0.81 0.24 0.27
H -1.61 0.95 0.49
H 3.34 1.04 -1.16
O 2.52 1.45 -0.87
C 1.61 0.53 -0.51
C -1.30 -1.04 0.45
P -0.68 -2.68 0.32
C 0.36 0.92 -0.14
H -2.95 -1.89 1.01
O -2.63 -0.99 0.84
*
```


#Q
Formula: C4H5O2P
Source: the Open Molecules 2025 dataset
Level of theory: the ωB97M-V functional and the def2-TZVPD basis

Calculated values
* HOMO level: -7.909 eV
* structure (SMILES): O=C=C=C=O.C=[PH3]

Structure (ORCA input):
```
! wB97M-V def2-TZVPD RIJCOSX def2/J DEFGRID3
* xyz 0 1
O 2.12 -2.48 -1.59
H -1.98 1.46 -1.03
H -0.28 3.10 -0.29
P -0.05 1.73 -0.14
C 0.71 -2.33 0.39
C 1.50 -2.42 -0.59
C 0.17 -1.74 1.36
H -1.79 0.01 -0.07
H 0.93 1.53 -1.16
H 0.78 1.28 1.00
C -1.71 1.11 -0.10
O -0.41 -1.25 2.23
*
```


Q: Which of them is the most stable? A: #P.


#P
Formula: S2
Source: the Open Molecules 2025 dataset
Level of theory: the ωB97M-V functional and the def2-TZVPD basis

Calculated values
* HOMO level: -10.004 eV

Structure (ORCA input):
```
! wB97M-V def2-TZVPD RIJCOSX def2/J DEFGRID3
* xyz 0 1
S 0.95 0.73 0.77
S -0.95 -0.73 -0.77
*
```


#Q
Formula: S2
Source: the Open Molecules 2025 dataset
Level of theory: the ωB97M-V functional and the def2-TZVPD basis

Calculated values
* HOMO level: -9.709 eV

Structure (ORCA input):
```
! wB97M-V def2-TZVPD RIJCOSX def2/J DEFGRID3
* xyz 0 1
S 0.00 0.00 -1.28
S 0.00 0.00 1.28
*
```


#R
Formula: S2
Source: the Open Molecules 2025 dataset
Level of theory: the ωB97M-V functional and the def2-TZVPD basis

Calculated values
* HOMO level: -9.407 eV

Structure (ORCA input):
```
! wB97M-V def2-TZVPD RIJCOSX def2/J DEFGRID3
* xyz 0 1
S 0.00 0.00 -1.18
S 0.00 0.00 1.18
*
```


#S
Formula: S2
Source: the Open Molecules 2025 dataset
Level of theory: the ωB97M-V functional and the def2-TZVPD basis

Calculated values
* HOMO level: -8.114 eV

Structure (ORCA input):
```
! wB97M-V def2-TZVPD RIJCOSX def2/J DEFGRID3
* xyz 0 1
S 0.00 0.00 -0.92
S 0.00 0.00 0.92
*
```


Q: Which of them is the most stable? A: #S.


#P
Formula: C4H11NS
Source: the Open Molecules 2025 dataset
Level of theory: the ωB97M-V functional and the def2-TZVPD basis

Calculated values
* HOMO level: -8.853 eV
* structure (SMILES): CC[C@@H](C)NS

Structure (ORCA input):
```
! wB97M-V def2-TZVPD RIJCOSX def2/J DEFGRID3
* xyz 0 1
H -1.99 0.44 -0.04
H -1.96 -2.14 0.66
H 0.37 2.62 -0.93
H 1.11 -0.15 1.24
C -1.17 -0.23 0.24
H 0.17 0.53 -1.50
H -0.40 2.20 0.69
H 2.78 -1.67 -0.54
H -1.84 -1.75 -1.13
H 1.24 2.05 0.50
C 0.21 0.48 -0.43
C 0.37 1.94 -0.01
S 2.80 -0.31 -0.24
H -0.30 -2.05 0.03
N 1.21 -0.27 0.26
H -1.25 -0.07 1.30
C -1.36 -1.61 -0.10
*
```


#Q
Formula: C4H11NS
Source: the Open Molecules 2025 dataset
Level of theory: the ωB97M-V functional and the def2-TZVPD basis

Calculated values
* HOMO level: -8.823 eV
* structure (SMILES): CN[C@@H](C)CS

Structure (ORCA input):
```
! wB97M-V def2-TZVPD RIJCOSX def2/J DEFGRID3
* xyz 0 1
H -1.15 0.28 -1.14
H -0.17 1.37 1.09
H 0.72 -2.30 1.03
C -1.13 -0.59 -0.44
C 0.27 -0.42 0.14
N 0.58 0.97 0.59
H 0.95 -0.65 -0.66
H -1.91 -0.50 0.33
H -0.31 -1.04 1.98
C 0.88 1.97 -0.41
H 0.41 1.69 -1.35
H 1.51 -0.97 1.91
H 0.51 2.95 -0.12
S -1.44 -2.05 -1.39
C 0.61 -1.24 1.36
H 1.95 1.99 -0.60
H -2.28 -1.47 -2.32
*
```


Q: Which of them is the most stable? A: #Q.